This record from OMol25 describes a molecular structure, C4H10N4O2. The level of theory is wB97M-V/def2-TZVPD.

Summary:
* energy relative to the best compared isomer or geometry (same formula, charge and spin): 9.869 eV
* LUMO energy: 0.4 eV
* E: -14355.851 eV
* HOMO energy: -9.04 eV
* HOMO-LUMO gap: 9.5 eV

Structure (ORCA input):
```
! wB97M-V def2-TZVPD RIJCOSX def2/J DEFGRID3
* xyz 0 1
C -1.343 -0.353 1.384
C -0.309 1.762 0.167
C 1.148 1.389 0.675
C 1.908 0.246 -1.414
H -1.297 -1.845 0.942
H -2.496 -0.039 1.840
H -0.351 0.121 2.221
H -0.759 2.580 0.745
H -0.218 2.296 -0.785
H 2.035 2.090 0.457
H 1.256 1.275 1.683
H 2.831 -0.253 -1.320
H 2.177 1.325 -1.353
H 1.169 0.129 -2.178
N -1.133 0.418 0.111
N 1.313 0.056 -0.109
N 1.268 -1.032 0.675
N -1.905 0.091 -0.939
O 1.536 -2.018 0.149
O -2.732 -0.817 -0.810
*
```